Computed, not measured: a structure of composition C20H40N3O5PdSSi3 in a non-equilibrium geometry, with the ωB97M-V functional and the def2-TZVPD basis.

Cartesian coordinates (Å):
Pd (-1.116, -0.993, 0.398)
C (-1.970, 2.397, 3.698)
Si (-2.003, 1.024, 2.376)
C (-3.646, 1.294, 1.480)
C (-2.085, -0.698, 3.220)
C (-0.501, 1.075, 1.332)
Si (1.084, 1.115, 2.244)
C (1.676, 2.883, 2.633)
C (1.032, 0.242, 3.921)
C (2.547, 0.325, 1.335)
Si (-0.529, 1.980, -0.210)
C (1.070, 1.939, -1.231)
C (-0.944, 3.833, -0.066)
C (-1.804, 1.257, -1.434)
C (-2.180, 1.937, -2.590)
C (-3.074, 1.359, -3.477)
C (-3.595, 0.111, -3.171)
C (-3.186, -0.517, -2.007)
N (-2.307, 0.030, -1.167)
H (-2.903, 2.447, 4.265)
H (-1.826, 3.363, 3.212)
H (-1.158, 2.267, 4.410)
H (-4.384, 1.628, 2.212)
H (-4.004, 0.376, 1.013)
H (-3.582, 2.060, 0.707)
H (-3.081, -1.131, 3.092)
H (-1.880, -0.642, 4.297)
H (-1.494, -2.439, 2.365)
H (0.919, 3.431, 3.193)
H (1.870, 3.441, 1.716)
H (2.596, 2.885, 3.219)
H (0.292, 0.666, 4.597)
H (2.014, 0.377, 4.382)
H (0.822, -0.823, 3.828)
H (2.996, 0.991, 0.600)
H (2.240, -0.587, 0.829)
H (3.318, 0.068, 2.066)
H (1.848, 2.551, -0.774)
H (0.874, 2.342, -2.227)
H (1.457, 0.925, -1.343)
H (-0.226, 4.282, 0.621)
H (-1.936, 3.975, 0.363)
H (-0.903, 4.387, -1.004)
H (-1.763, 2.916, -2.785)
H (-3.365, 1.873, -4.386)
H (-4.305, -0.384, -3.819)
H (-3.569, -1.487, -1.720)
O (-3.723, -2.301, 0.394)
S (-2.368, -2.810, 0.128)
O (-1.877, -3.691, 1.211)
O (-2.226, -3.385, -1.208)
O (-1.110, -1.557, 2.592)
C (0.024, -1.671, -2.920)
N (1.406, -1.919, -2.573)
C (2.370, -1.766, -3.639)
C (3.607, -2.601, -3.375)
C (4.110, -2.293, -1.979)
N (3.053, -2.505, -1.018)
C (3.446, -2.818, 0.335)
C (1.736, -2.210, -1.277)
O (0.908, -2.217, -0.371)
H (-0.265, -2.317, -3.753)
H (-0.126, -0.626, -3.211)
H (-0.617, -1.919, -2.077)
H (2.641, -0.707, -3.763)
H (1.889, -2.080, -4.570)
H (4.375, -2.389, -4.120)
H (3.351, -3.662, -3.438)
H (4.481, -1.258, -1.930)
H (4.947, -2.943, -1.711)
H (4.028, -3.744, 0.347)
H (2.554, -2.944, 0.943)
H (4.052, -2.016, 0.770)

Summary:
Total energy ... -2721.3054 Eh
Charge ... -1

---

Computed, not measured: a cluster of 6 separate species, C20H40O14 in total in a non-equilibrium geometry, with the ωB97M-V functional and the def2-TZVPD basis.

Cartesian coordinates (Å):
C (14.147, 9.419, -26.723)
O (13.586, 10.221, -25.701)
C (14.268, 10.493, -24.530)
O (15.506, 10.483, -24.409)
O (13.345, 11.005, -23.621)
C (13.833, 11.890, -22.583)
H (14.218, 9.935, -27.681)
H (13.401, 8.657, -26.948)
H (15.030, 8.852, -26.428)
H (14.326, 12.788, -22.957)
H (14.429, 11.332, -21.861)
H (13.107, 12.275, -21.866)
C (13.396, 7.879, -12.207)
O (14.128, 6.702, -12.696)
C (13.835, 6.173, -13.849)
O (12.931, 6.497, -14.598)
O (14.679, 5.092, -14.042)
C (14.638, 4.397, -15.325)
H (13.775, 8.250, -11.255)
H (12.330, 7.651, -12.204)
H (13.361, 8.704, -12.919)
H (13.642, 3.957, -15.367)
H (15.460, 3.685, -15.249)
H (14.786, 5.044, -16.189)
C (11.951, 8.768, -21.542)
O (10.986, 9.022, -20.526)
C (11.176, 8.772, -19.195)
O (10.325, 8.974, -18.365)
O (12.322, 8.097, -18.935)
C (12.536, 7.569, -17.670)
H (12.088, 7.695, -21.671)
H (12.928, 9.243, -21.460)
H (11.594, 9.135, -22.504)
H (13.513, 7.098, -17.785)
H (11.797, 6.869, -17.281)
H (12.871, 8.383, -17.028)
C (8.494, 8.532, -23.084)
O (8.981, 7.476, -23.886)
C (8.600, 6.198, -23.600)
O (7.781, 5.671, -22.756)
O (9.447, 5.448, -24.310)
C (9.353, 4.016, -24.266)
H (7.495, 8.428, -22.661)
H (8.403, 9.413, -23.719)
H (9.161, 8.637, -22.228)
H (8.678, 3.881, -25.111)
H (8.912, 3.577, -23.371)
H (10.249, 3.445, -24.509)
C (11.150, 4.064, -20.635)
C (11.886, 4.276, -21.875)
C (12.138, 2.800, -22.356)
O (11.024, 2.040, -22.031)
C (10.274, 2.755, -21.009)
H (10.377, 4.807, -20.439)
H (11.835, 3.933, -19.798)
H (12.785, 4.866, -21.696)
H (11.199, 4.804, -22.536)
H (13.041, 2.396, -21.897)
H (12.255, 2.775, -23.439)
H (9.941, 2.187, -20.140)
H (9.312, 3.075, -21.411)
C (16.725, 7.720, -17.634)
C (17.725, 6.718, -16.988)
C (17.738, 7.165, -15.455)
O (16.950, 8.363, -15.377)
C (15.977, 8.283, -16.416)
H (15.957, 7.229, -18.231)
H (17.237, 8.442, -18.270)
H (18.773, 6.803, -17.274)
H (17.382, 5.684, -17.028)
H (18.758, 7.241, -15.077)
H (17.284, 6.393, -14.834)
H (15.659, 9.313, -16.583)
H (15.024, 7.838, -16.131)

Summary:
Total energy ... -1839.2807 Eh
Structure (SMILES) ... COC(=O)OC.COC(=O)OC.COC(=O)OC.COC(=O)OC.C1CCOC1.C1CCOC1

---

Computed, not measured: a cluster of 5 separate species, C20H41BN2O11S4 in total in a non-equilibrium geometry, with the ωB97M-V functional and the def2-TZVPD basis.

Cartesian coordinates (Å):
N (-3.131, 3.015, -1.898)
B (-2.318, 2.043, -1.043)
O (-1.984, 0.719, -1.672)
C (-1.926, 2.476, 0.489)
C (-2.435, 1.483, 1.722)
O (-3.596, 0.812, 1.832)
O (-1.287, 1.499, 2.690)
C (-0.628, 2.815, 2.558)
C (-0.397, 2.866, 0.903)
N (0.776, 2.009, 0.515)
H (-2.671, 3.947, -1.989)
H (-3.355, 2.597, -2.848)
H (-2.020, 0.024, -0.930)
H (-2.518, 3.489, 0.698)
H (-1.515, 3.558, 2.806)
H (0.322, 3.060, 3.198)
H (-0.124, 3.939, 0.486)
H (0.611, 0.987, 0.629)
H (1.189, 2.258, -0.413)
O (0.705, -1.481, -0.329)
S (2.042, -1.012, -0.629)
O (2.421, 0.381, -0.505)
C (3.206, -2.006, 0.283)
C (3.501, -3.180, -0.639)
C (3.660, -2.579, -2.036)
C (2.502, -1.605, -2.250)
H (2.772, -2.309, 1.238)
H (4.103, -1.402, 0.451)
H (4.399, -3.721, -0.326)
H (2.661, -3.884, -0.633)
H (4.612, -2.039, -2.094)
H (3.673, -3.353, -2.810)
H (2.799, -0.760, -2.875)
H (1.634, -2.106, -2.687)
O (2.235, -4.815, -4.649)
S (1.310, -5.094, -3.572)
O (1.623, -4.805, -2.186)
C (-0.262, -4.356, -3.971)
C (-0.991, -5.431, -4.764)
C (-0.722, -6.742, -4.028)
C (0.772, -6.792, -3.711)
H (-0.109, -3.435, -4.536)
H (-0.779, -4.141, -3.031)
H (-2.062, -5.219, -4.838)
H (-0.585, -5.487, -5.781)
H (-1.298, -6.762, -3.095)
H (-1.029, -7.609, -4.621)
H (0.966, -7.313, -2.770)
H (1.337, -7.262, -4.520)
O (-7.654, 2.963, 5.170)
S (-7.137, 1.795, 5.852)
O (-7.241, 1.626, 7.288)
C (-7.789, 0.341, 5.055)
C (-6.786, 0.036, 3.952)
C (-5.407, 0.233, 4.579)
C (-5.439, 1.550, 5.353)
H (-8.794, 0.539, 4.679)
H (-7.815, -0.464, 5.796)
H (-6.914, -0.978, 3.561)
H (-6.918, 0.739, 3.120)
H (-5.199, -0.595, 5.268)
H (-4.616, 0.238, 3.823)
H (-4.802, 1.511, 6.240)
H (-5.147, 2.393, 4.721)
O (3.678, 4.039, -2.262)
S (4.904, 3.490, -1.724)
O (5.674, 2.480, -2.422)
C (5.986, 4.840, -1.294)
C (5.608, 5.181, 0.140)
C (5.437, 3.841, 0.854)
C (4.596, 2.943, -0.051)
H (5.840, 5.671, -1.986)
H (7.016, 4.475, -1.353)
H (6.370, 5.803, 0.619)
H (4.660, 5.733, 0.157)
H (6.422, 3.385, 1.014)
H (4.969, 3.963, 1.835)
H (4.882, 1.893, 0.046)
H (3.528, 3.058, 0.151)

Summary:
Total energy ... -3341.3639 Eh
Structure (SMILES) ... NB(O)[C@H]1C(=O)OC[C@H]1N.O=S1(=O)CCCC1.O=S1(=O)CCCC1.O=S1(=O)CCCC1.O=S1(=O)CCCC1

---

Computed, not measured: a cluster of 6 separate species, C20H41Br2NO7PS5 in total in a non-equilibrium geometry, with the ωB97M-V functional and the def2-TZVPD basis.

Cartesian coordinates (Å):
C (0.130, -2.869, 1.450)
C (-0.071, -1.679, 0.848)
C (0.548, -1.206, -0.402)
C (0.956, -2.012, -1.501)
Br (0.776, -3.895, -1.468)
C (1.492, -1.423, -2.640)
C (1.615, -0.062, -2.727)
C (2.153, 0.611, -3.973)
C (3.585, 1.137, -3.786)
O (3.814, 2.148, -3.193)
Br (4.983, 0.056, -4.608)
N (1.231, 0.693, -1.693)
C (0.714, 0.175, -0.562)
P (0.225, 1.388, 0.793)
C (1.866, 2.114, 1.270)
O (-0.720, 2.584, 0.117)
H (1.099, -3.345, 1.610)
H (-0.754, -3.365, 1.869)
H (-0.732, -0.971, 1.362)
H (1.805, -1.997, -3.509)
H (1.525, 1.493, -4.174)
H (2.052, -0.085, -4.809)
H (1.319, 1.702, -1.777)
H (1.808, 2.651, 2.218)
H (2.553, 1.256, 1.334)
H (2.238, 2.736, 0.437)
H (-0.180, 3.389, 0.179)
C (6.196, 4.281, -7.877)
S (5.864, 2.944, -6.723)
O (4.514, 2.402, -7.049)
C (5.684, 3.994, -5.274)
H (6.306, 3.854, -8.872)
H (5.366, 4.988, -7.872)
H (7.122, 4.782, -7.594)
H (4.889, 4.722, -5.442)
H (6.628, 4.504, -5.078)
H (5.430, 3.366, -4.425)
C (-0.436, -6.534, 1.521)
S (-1.989, -6.470, 2.432)
O (-1.837, -5.431, 3.490)
C (-1.798, -8.076, 3.223)
H (-0.323, -5.598, 0.976)
H (0.397, -6.656, 2.216)
H (-0.464, -7.364, 0.815)
H (-0.877, -8.097, 3.807)
H (-1.779, -8.855, 2.460)
H (-2.650, -8.233, 3.881)
C (-4.653, -3.350, -1.555)
S (-3.413, -3.835, -0.343)
O (-3.696, -5.242, 0.044)
C (-4.020, -2.783, 0.978)
H (-4.485, -3.923, -2.465)
H (-5.649, -3.562, -1.168)
H (-4.551, -2.286, -1.773)
H (-5.058, -3.034, 1.198)
H (-3.937, -1.738, 0.679)
H (-3.409, -2.953, 1.864)
C (-1.495, 6.355, 3.961)
S (-1.629, 5.307, 2.508)
O (-0.791, 4.095, 2.758)
C (-0.696, 6.387, 1.412)
H (-1.983, 5.849, 4.791)
H (-0.444, 6.521, 4.201)
H (-1.994, 7.304, 3.769)
H (0.303, 6.553, 1.818)
H (-1.221, 7.336, 1.304)
H (-0.619, 5.905, 0.438)
C (-2.612, 1.122, 3.542)
S (-2.014, -0.406, 4.268)
O (-2.298, -1.491, 3.286)
C (-3.254, -0.516, 5.563)
H (-1.984, 1.334, 2.683)
H (-3.649, 1.003, 3.221)
H (-2.533, 1.932, 4.266)
H (-4.250, -0.534, 5.120)
H (-3.154, 0.338, 6.234)
H (-3.086, -1.436, 6.119)

Summary:
Total energy ... -8848.0026 Eh
Charge ... +1

---

Computed, not measured: a cluster of 7 separate species, C20H41FO10S4 in total in a non-equilibrium geometry, with the ωB97M-V functional and the def2-TZVPD basis.

Cartesian coordinates (Å):
F (-10.848, 10.088, -6.193)
C (-11.851, 10.129, -7.065)
C (-13.085, 10.546, -6.599)
C (-14.195, 10.669, -7.483)
C (-13.975, 10.531, -8.871)
C (-12.726, 10.105, -9.346)
C (-11.652, 9.898, -8.431)
H (-13.225, 10.760, -5.550)
H (-15.140, 11.026, -7.100)
H (-14.816, 10.716, -9.522)
H (-12.461, 10.013, -10.389)
H (-10.692, 9.590, -8.818)
C (-7.455, 6.977, -11.649)
S (-8.056, 8.476, -10.649)
O (-9.339, 8.959, -11.329)
C (-8.478, 7.523, -9.105)
H (-7.485, 7.198, -12.716)
H (-8.142, 6.153, -11.462)
H (-6.475, 6.698, -11.261)
H (-8.726, 8.226, -8.310)
H (-7.714, 6.870, -8.683)
H (-9.393, 6.960, -9.288)
C (-16.586, 6.670, -9.975)
S (-16.564, 7.769, -11.461)
O (-16.185, 9.181, -11.022)
C (-18.434, 7.839, -11.819)
H (-15.652, 6.729, -9.417)
H (-16.884, 5.638, -10.161)
H (-17.348, 7.092, -9.320)
H (-18.743, 8.660, -12.466)
H (-18.884, 7.941, -10.831)
H (-18.783, 6.913, -12.276)
C (-13.068, 7.724, -3.658)
S (-14.309, 6.322, -3.934)
O (-13.680, 4.928, -3.647)
C (-15.401, 6.719, -2.494)
H (-12.521, 7.524, -2.737)
H (-13.646, 8.642, -3.554)
H (-12.313, 7.779, -4.442)
H (-16.109, 5.965, -2.150)
H (-15.976, 7.639, -2.598)
H (-14.885, 6.948, -1.562)
C (-13.791, 10.718, -13.119)
S (-12.243, 10.902, -14.071)
O (-12.437, 11.973, -15.111)
C (-11.024, 11.447, -12.750)
H (-14.459, 10.126, -13.745)
H (-14.372, 11.622, -12.938)
H (-13.734, 10.252, -12.135)
H (-10.951, 10.714, -11.946)
H (-11.215, 12.418, -12.293)
H (-10.057, 11.544, -13.242)
C (-5.784, 9.389, -3.586)
O (-7.120, 9.051, -3.951)
C (-7.354, 8.219, -4.984)
O (-6.507, 7.513, -5.574)
O (-8.703, 8.183, -5.124)
C (-9.341, 7.072, -5.745)
H (-5.791, 9.432, -2.497)
H (-5.578, 10.407, -3.916)
H (-5.007, 8.786, -4.057)
H (-9.687, 6.403, -4.957)
H (-8.641, 6.494, -6.348)
H (-10.080, 7.512, -6.415)
C (-8.032, 11.275, -6.758)
O (-8.597, 11.861, -7.944)
C (-7.787, 11.869, -9.063)
O (-6.634, 11.434, -9.086)
O (-8.397, 12.496, -10.023)
C (-7.760, 12.729, -11.294)
H (-8.241, 10.216, -6.607)
H (-8.435, 11.766, -5.872)
H (-6.953, 11.433, -6.746)
H (-8.188, 12.242, -12.170)
H (-6.708, 12.452, -11.235)
H (-7.723, 13.787, -11.553)

Summary:
Total energy ... -3231.4686 Eh

---

Computed, not measured: a structure of composition C20H41GdN2P3S in a non-equilibrium geometry, with the ωB97M-V functional and the def2-TZVPD basis.

Cartesian coordinates (Å):
Gd (-0.531, 0.615, -0.053)
P (-2.061, -0.249, 2.192)
P (1.386, -0.921, 2.185)
P (-0.125, -2.711, -0.633)
H (-0.374, 2.823, -5.952)
C (-0.923, 1.875, -5.849)
C (-1.967, 1.698, -5.046)
H (-2.378, 2.579, -4.512)
C (-2.638, 1.250, 3.064)
C (-1.870, -1.360, 3.635)
C (-3.637, -0.887, 1.519)
C (3.133, -0.921, 1.586)
C (1.683, 0.105, 3.671)
C (1.478, -2.529, 3.105)
C (-0.976, -3.258, -2.118)
C (-0.961, -3.649, 0.699)
C (1.533, -3.422, -0.607)
H (-0.641, 1.139, -6.618)
H (-2.584, 0.786, -5.083)
H (-2.716, 2.099, 2.375)
H (-1.942, 1.490, 3.877)
H (-3.625, 1.024, 3.477)
H (-1.068, -1.020, 4.298)
H (-1.686, -2.400, 3.330)
H (-2.812, -1.332, 4.197)
H (-3.874, -0.391, 0.563)
H (-4.414, -0.658, 2.260)
H (-3.572, -1.973, 1.380)
H (3.828, -1.380, 2.313)
H (3.405, 0.127, 1.418)
H (3.169, -1.448, 0.626)
H (2.421, -0.347, 4.350)
H (0.745, 0.245, 4.214)
H (2.023, 1.095, 3.350)
H (2.312, -2.521, 3.832)
H (1.620, -3.383, 2.436)
H (0.554, -2.699, 3.667)
H (-0.639, -4.289, -2.291)
H (-0.749, -2.596, -2.970)
H (-2.055, -3.173, -1.918)
H (-1.009, -4.661, 0.246)
H (-1.976, -3.291, 0.931)
H (-0.368, -3.692, 1.629)
H (1.410, -4.349, -1.182)
H (1.854, -3.633, 0.424)
H (2.287, -2.784, -1.083)
C (-0.202, 1.062, -2.891)
C (0.897, 0.456, -3.586)
C (1.933, 1.262, -4.052)
C (1.877, 2.669, -3.898)
C (0.829, 3.266, -3.183)
C (-0.184, 2.481, -2.676)
S (-1.688, 0.241, -2.535)
H (-0.102, -1.341, -1.079)
H (0.801, -0.598, -3.902)
H (2.743, 0.801, -4.647)
H (2.619, 3.271, -4.433)
H (0.762, 4.356, -3.071)
H (-1.081, 2.951, -2.342)
N (1.415, 3.249, 0.097)
C (1.625, 4.344, 0.869)
C (1.068, 4.078, 2.133)
C (0.466, 2.820, 2.045)
N (0.638, 2.330, 0.766)
H (1.745, 3.124, -0.855)
H (2.156, 5.182, 0.492)
H (1.084, 4.692, 2.996)
H (-0.071, 2.278, 2.816)

Summary:
2S+1 ... 8
Total energy ... -3083.0535 Eh
Charge ... +3